Below is a single C6H10O molecule, with properties calculated with ωB97M-V/def2-TZVPD.

Each atom is followed by the atoms it is bonded to, with distances in Å.
Positions of all 17 atoms, in Å:
1 C 2.35 0.47 0.56  C2 1.471, H8 1.095, H9 1.103, H10 1.110
2 C 1.45 -0.64 0.23  C1 1.471, C3 1.492
3 C 0.14 -0.58 0.94  C2 1.492, C4 1.532, H12 1.108, H13 1.102
4 C -1.05 -0.40 -0.02  C3 1.532, O5 1.400, C6 1.502, C7 1.490
5 O -2.26 -0.90 0.47  C4 1.400, H14 0.966
6 C -1.10 0.83 -0.87  C4 1.502, C7 1.513, H15 1.086, H16 1.089
7 C -0.86 -0.53 -1.49  C4 1.490, C6 1.513, H11 1.085, H17 1.085
8 H 3.41 0.20 0.52  C1 1.095
9 H 2.13 1.10 1.44  C1 1.103
10 H 2.20 1.09 -0.34  C1 1.110
11 H 0.14 -0.78 -1.84  C7 1.085
12 H 0.06 0.17 1.75  C3 1.108
13 H 0.02 -1.58 1.39  C3 1.102
14 H -2.58 -0.28 1.15  O5 0.966
15 H -2.08 1.27 -1.03  C6 1.086
16 H -0.28 1.54 -0.81  C6 1.089
17 H -1.68 -0.97 -2.04  C7 1.085

Summary:
**Maximum force**: 0.007 Eh/bohr
**LUMO**: 0.15 eV
**E_HOMO**: -8.27 eV
**E**: -8426.988 eV
**ΔE to the lowest compared entry with this formula, charge and spin**: 410.3 kJ/mol
**Frontier orbital gap**: 8.422 eV